# 1
{"formula": "C23H37N3O4", "method": "ωB97M-V/def2-TZVPD", "species": ["C", "C", "H", "H", "O", "C", "C", "C", "C", "C", "C", "N", "C", "C", "O", "N", "C", "H", "C", "H", "C", "C", "H", "H", "H", "C", "C", "H", "H", "H", "H", "H", "H", "H", "H", "C", "H", "H", "H", "H", "H", "O", "C", "C", "H", "H", "H", "H", "H", "N", "C", "H", "C", "H", "O", "C", "C", "H", "H", "H", "H", "H", "H", "H", "H", "H", "H"], "xyz": [[-1.597812, 4.746109, 0.311112], [-0.825589, 4.240398, -0.904634], [-1.513181, 3.847019, -1.664137], [-0.259073, 5.061771, -1.353836], [0.156363, 3.284265, -0.575136], [-0.238014, 2.020672, -0.169751], [-1.508649, 1.496340, -0.316028], [-1.825595, 0.200675, 0.089863], [-0.817185, -0.575105, 0.686802], [0.450716, -0.039205, 0.853388], [0.773064, 1.239818, 0.415007], [2.057493, 1.761590, 0.439148], [3.130387, 1.241028, 1.260200], [3.418567, -0.241693, 0.961744], [3.507102, -1.056219, 1.866746], [3.612786, -0.592395, -0.324749], [3.589065, 0.253570, -1.494787], [3.545557, 1.301236, -1.209612], [2.392262, -0.095094, -2.381713], [2.413760, 0.531679, -3.274621], [2.417423, -1.573886, -2.772094], [1.176196, -1.942264, -3.578484], [0.279287, -1.767382, -2.988051], [1.202140, -2.991541, -3.863582], [1.115209, -1.341068, -4.482791], [2.513432, -2.420844, -1.502193], [3.718237, -1.998580, -0.662846], [3.767150, -2.564087, 0.269077], [4.644654, -2.160107, -1.225889], [2.601604, -3.478265, -1.756982], [1.601811, -2.284886, -0.917031], [3.307351, -1.761163, -3.385690], [1.472582, 0.120521, -1.835747], [4.518930, 0.075621, -2.051968], [4.037720, 1.796178, 0.982741], [2.884417, 1.436140, 2.760028], [1.954699, 0.955207, 3.051411], [3.694112, 0.990673, 3.329963], [2.819595, 2.497233, 2.991288], [2.045947, 2.768553, 0.352480], [1.217133, -0.629420, 1.319066], [-1.153957, -1.857553, 1.042136], [-0.270359, -2.626456, 1.832560], [-0.231531, -2.177822, 3.290426], [0.125690, -1.154270, 3.367184], [-1.226626, -2.231593, 3.726515], [0.438630, -2.822730, 3.851257], [-0.672575, -3.641798, 1.766282], [0.741652, -2.631785, 1.410690], [-3.094767, -0.360998, -0.128306], [-3.967180, 0.258921, -1.100640], [-3.392427, 0.517337, -1.991835], [-5.053627, -0.752533, -1.479464], [-5.769103, -0.308349, -2.174299], [-5.795477, -1.161418, -0.355669], [-4.945127, -1.740113, 0.609584], [-3.849918, -0.766959, 1.043232], [-3.183883, -1.258257, 1.748595], [-4.316186, 0.107448, 1.530830], [-5.581581, -2.010514, 1.453949], [-4.474672, -2.644815, 0.197288], [-4.577865, -1.626134, -1.950480], [-4.456753, 1.166258, -0.703815], [-2.285384, 2.097872, -0.757025], [-2.312692, 5.504200, 0.003198], [-2.130407, 3.930125, 0.793328], [-0.910343, 5.180756, 1.032803]], "atomic_forces_ev_per_a": [[0.2582, -0.2561, -0.2240], [-0.3175, 0.3836, 0.0180], [0.1096, 0.0259, 0.0193], [-0.1423, -0.1189, -0.0146], [0.2156, -0.5510, 0.1716], [0.2150, -0.0077, 0.1315], [0.0507, 0.0444, -0.0002], [0.2298, -0.1729, 0.1309], [-0.2239, 0.0741, -0.0505], [0.0092, -0.0464, 0.0605], [-0.3670, 0.1806, -0.1512], [0.0542, 0.4887, -0.0641], [-0.1401, -0.0015, 0.4538], [0.3892, 0.2945, -0.1191], [-0.1903, -0.0775, 0.3642], [0.0683, -0.2424, -0.1469], [-0.1236, 0.4470, -0.3293], [0.1144, -0.1318, -0.0578], [0.3625, -0.1066, -0.0316], [-0.0410, 0.0547, -0.0556], [-0.4004, 0.0229, 0.0993], [0.3184, 0.0451, 0.0488], [-0.1451, 0.0172, 0.0702], [-0.0604, -0.1265, -0.0595], [-0.0694, 0.0496, -0.1291], [0.3839, 0.1196, -0.1995], [-0.1677, -0.4551, 0.2584], [0.0822, 0.0675, -0.1764], [-0.0126, -0.0015, 0.0278], [-0.0420, -0.0705, 0.0016], [-0.0961, -0.0249, 0.0768], [0.0361, 0.0063, 0.0267], [-0.0740, 0.0415, 0.0034], [-0.0314, 0.0359, 0.0310], [-0.1388, -0.0906, -0.0364], [0.1827, -0.1055, -0.2614], [-0.0682, -0.0495, 0.0688], [0.0190, -0.0172, 0.1109], [-0.0194, 0.0929, -0.0319], [0.0795, -0.0860, -0.0147], [0.0513, -0.1688, 0.1311], [-0.1442, 0.3938, -0.2985], [0.2370, -0.1984, 0.3740], [-0.0826, 0.0163, -0.4126], [0.0597, 0.0844, 0.0705], [-0.0750, -0.0160, 0.0579], [0.0823, -0.0574, 0.0954], [0.1360, 0.1107, -0.0240], [-0.0751, -0.0191, -0.0443], [-0.0946, -0.1203, -0.1350], [-0.2089, -0.2816, -0.0960], [-0.0324, 0.0385, 0.0018], [0.1616, 0.2742, -0.2066], [0.0851, -0.0209, -0.0082], [-0.1494, 0.0509, 0.0241], [0.2232, 0.0461, 0.3213], [-0.2983, -0.2207, 0.0671], [-0.0791, 0.0350, 0.0130], [0.0433, -0.0458, -0.0048], [0.0853, -0.0203, -0.0180], [-0.0228, 0.0410, 0.0567], [-0.0260, 0.0908, 0.0008], [0.0629, 0.0146, -0.0623], [-0.0962, 0.0845, -0.0440], [-0.0998, 0.0856, -0.0120], [-0.0897, -0.0063, 0.0672], [0.0393, 0.0575, 0.0656]], "smiles": "CCOc1cc(N2CCOCC2)c(OCC)cc1N[C@@H](C)C(=O)N1CCC(C)CC1", "de_lowest_ev": 0.000, "e_homo_ev": -6.893, "largest_force_ev_per_a": 0.6, "lumo_ev": 0.73}


# 2
{"formula": "C23H37N3O5S", "method": "ωB97M-V/def2-TZVPD", "species": ["C", "H", "O", "C", "C", "C", "C", "C", "C", "O", "C", "H", "H", "H", "H", "C", "H", "H", "C", "N", "C", "O", "C", "C", "C", "N", "S", "O", "O", "N", "C", "H", "C", "C", "H", "H", "H", "C", "H", "C", "C", "H", "H", "H", "C", "H", "H", "H", "H", "H", "H", "C", "C", "H", "H", "H", "H", "H", "H", "H", "H", "H", "H", "H", "H", "H", "H", "H", "H"], "xyz": [[0.197529, 2.720652, -2.301697], [1.013154, 3.266654, -2.778224], [0.253119, 2.818838, -0.893436], [1.250234, 2.209152, -0.186756], [0.975201, 2.036285, 1.164772], [1.872037, 1.421591, 2.018451], [3.095812, 0.981337, 1.541000], [3.399397, 1.196386, 0.203615], [2.500336, 1.783359, -0.676720], [2.784098, 1.964810, -2.003351], [3.934413, 1.343980, -2.535766], [3.849878, 1.459478, -3.615333], [3.976013, 0.280709, -2.282978], [4.848357, 1.839931, -2.192939], [4.359604, 0.879910, -0.165637], [4.067587, 0.257901, 2.435513], [3.589427, 0.065653, 3.398691], [4.946884, 0.880733, 2.618561], [4.543953, -1.069976, 1.826258], [3.445348, -1.892925, 1.374547], [3.184315, -2.100576, 0.066774], [3.912540, -1.676712, -0.811260], [1.967565, -2.976885, -0.248847], [0.779759, -2.839678, 0.707542], [0.203446, -1.425061, 0.634326], [-0.160579, -1.051121, -0.715146], [-1.666994, -1.592646, -1.170966], [-1.895007, -2.961209, -0.803713], [-1.859153, -1.233513, -2.544319], [-2.587675, -0.646487, -0.151554], [-2.522300, 0.756382, -0.505221], [-1.470074, 1.000264, -0.638278], [-3.137433, 1.601883, 0.609743], [-3.063323, 3.082478, 0.252766], [-3.452526, 3.690679, 1.066205], [-3.651469, 3.286554, -0.639334], [-2.033473, 3.371301, 0.059287], [-4.577527, 1.145553, 0.849098], [-5.013082, 1.706788, 1.678654], [-4.624064, -0.353098, 1.153854], [-6.056112, -0.839210, 1.349543], [-6.529497, -0.304940, 2.170023], [-6.640594, -0.671492, 0.447704], [-6.071185, -1.902698, 1.574432], [-3.950757, -1.114793, 0.010905], [-3.895212, -2.183281, 0.222025], [-4.521899, -0.971875, -0.919006], [-4.051558, -0.541348, 2.067944], [-5.173356, 1.349368, -0.043947], [-2.559425, 1.421479, 1.522117], [-3.047678, 0.935933, -1.454092], [0.890238, -1.242647, -1.694797], [1.473224, -2.654807, -1.664688], [0.699939, -3.368349, -1.953439], [2.302635, -2.715349, -2.369619], [0.447045, -1.029503, -2.667863], [1.675743, -0.512999, -1.483244], [-0.709316, -1.348315, 1.226449], [0.928826, -0.688778, 0.994597], [1.040334, -3.087207, 1.738691], [0.001822, -3.535294, 0.386729], [2.333077, -4.011984, -0.225357], [2.794364, -2.209988, 2.072864], [5.128935, -1.624152, 2.567800], [5.170125, -0.890665, 0.950998], [1.609620, 1.282908, 3.057061], [0.019089, 2.380376, 1.525279], [0.211969, 1.678668, -2.629850], [-0.755728, 3.171606, -2.577429]], "atomic_forces_ev_per_a": [[-0.1029, 0.0644, -0.4494], [-0.1355, -0.0742, 0.0266], [0.2820, 0.0561, 0.3389], [-0.0792, -0.0249, 0.1314], [0.0612, 0.0179, -0.2729], [0.1506, 0.0441, -0.0358], [-0.0758, 0.0834, 0.1554], [-0.0623, 0.0678, -0.0492], [0.0259, 0.0688, -0.0992], [-0.3923, 0.1634, 0.3604], [0.2287, -0.1452, -0.1279], [0.0623, -0.0042, 0.0507], [-0.0030, 0.0486, 0.0200], [-0.0273, -0.0356, 0.0006], [0.0847, -0.0920, -0.1235], [0.0725, -0.1244, -0.1831], [0.0345, 0.0505, 0.0397], [0.0239, -0.0235, 0.1169], [0.1639, 0.1623, 0.1091], [0.0088, 0.0219, 0.4488], [-0.2602, -0.4618, 0.1330], [0.2249, 0.1172, -0.3493], [-0.0788, -0.1243, -0.2623], [0.0981, 0.1500, -0.0353], [0.0039, -0.2710, 0.6075], [-1.0859, -0.1374, -0.3291], [0.1839, 0.4471, 0.4124], [-0.1281, -0.0649, 0.1752], [0.0929, 0.1548, -0.1715], [0.6007, -0.5637, -0.4942], [0.1643, 0.6162, 0.1353], [-0.0384, 0.2370, -0.0379], [-0.1813, 0.0670, -0.2942], [0.0969, -0.2839, 0.1135], [-0.0537, 0.0990, 0.0532], [-0.0920, 0.0617, -0.1299], [0.1047, 0.1197, -0.0387], [0.3966, -0.2139, 0.3188], [-0.0756, 0.0559, -0.0066], [-0.1796, 0.0713, -0.2819], [0.3304, 0.0169, 0.0043], [-0.0876, 0.0329, 0.0663], [-0.1170, 0.0179, -0.1080], [-0.0838, -0.1379, 0.0383], [-0.3241, -0.4304, 0.3058], [-0.2079, 0.0416, 0.0241], [-0.0623, 0.0023, 0.0330], [0.0323, -0.0137, -0.0140], [-0.0917, 0.0491, -0.0925], [0.0290, -0.0226, 0.0201], [-0.0217, 0.0713, 0.0079], [0.1812, -0.1753, -0.6519], [0.1739, 0.1748, 0.0671], [0.0374, -0.0771, -0.0174], [-0.0762, -0.0309, -0.0069], [0.2558, 0.0821, -0.0329], [-0.0830, 0.0135, -0.0400], [0.2118, 0.0590, 0.2338], [-0.1198, -0.0365, -0.0165], [-0.0337, -0.0280, 0.0547], [0.1301, -0.0552, 0.1461], [0.0065, 0.1077, 0.0130], [-0.0611, -0.0615, -0.1603], [0.0318, 0.0717, -0.1192], [-0.0035, -0.0518, 0.1448], [-0.0213, -0.0380, 0.1220], [-0.1743, 0.0538, 0.0238], [0.0088, 0.0200, -0.0024], [0.0260, -0.0564, -0.0183]], "smiles": "COc1ccc(CCNC(=O)C2CCN(S(=O)(=O)N3C[C@H](C)C[C@H](C)C3)CC2)cc1OC", "de_lowest_ev": 0.259, "e_homo_ev": -8.120, "largest_force_ev_per_a": 1.1, "lumo_ev": 0.63}


# 3
{"formula": "C23H38AsF4N2Si2Ta", "method": "ωB97M-V/def2-TZVPD", "species": ["Ta", "C", "C", "N", "C", "C", "C", "C", "N", "C", "C", "F", "C", "F", "C", "C", "F", "C", "F", "H", "H", "H", "H", "H", "H", "H", "H", "H", "H", "H", "H", "H", "H", "H", "C", "C", "C", "C", "C", "H", "H", "H", "H", "H", "C", "Si", "C", "C", "As", "Si", "C", "C", "C", "H", "H", "H", "H", "H", "H", "H", "H", "H", "H", "H", "H", "H", "H", "H", "H", "H", "H"], "xyz": [[0.225658, -1.312244, -0.019553], [-3.869896, -3.651475, 0.319271], [-2.492631, -3.298299, -0.229119], [-2.125762, -1.818187, -0.285454], [-2.811883, -1.302832, -1.520168], [-2.670153, 0.164376, -1.845828], [-2.714413, -1.190505, 0.940996], [-1.924919, -1.728004, 2.110313], [-0.549348, -1.272031, 1.855715], [0.182385, -0.660799, 2.890362], [1.545229, -0.538090, 2.689479], [1.996176, -1.075183, 1.496870], [2.444494, 0.035712, 3.551274], [3.728199, 0.084535, 3.216447], [1.980944, 0.560755, 4.740844], [0.623518, 0.486958, 4.979778], [0.121628, 0.999990, 6.091179], [-0.269141, -0.091053, 4.082836], [-1.567015, -0.045665, 4.403806], [-4.000867, -4.719594, 0.138341], [-4.686613, -3.142509, -0.191437], [-3.966066, -3.497776, 1.391537], [-2.446241, -3.662163, -1.247697], [-1.742170, -3.827112, 0.349188], [-3.873839, -1.530417, -1.396361], [-2.446854, -1.905128, -2.352311], [-2.894711, 0.796626, -0.994030], [-3.396294, 0.401217, -2.625539], [-1.682284, 0.412850, -2.224235], [-3.777973, -1.411478, 0.992680], [-2.583680, -0.111760, 0.892359], [-1.954987, -2.816563, 2.146361], [-2.294426, -1.368445, 3.060424], [2.648294, 1.022945, 5.454924], [2.107173, -2.140895, -1.291511], [1.950558, -3.031188, -0.193161], [0.724366, -3.696348, -0.337366], [0.142873, -3.256846, -1.551195], [0.998397, -2.307768, -2.145822], [2.941655, -1.483065, -1.461175], [2.641730, -3.149700, 0.625930], [0.333613, -4.444221, 0.335279], [-0.740260, -3.653123, -2.012250], [0.827630, -1.809531, -3.086518], [-0.541140, 3.546046, -2.447609], [-0.469200, 3.224175, -0.625397], [0.513113, 4.374616, 0.440743], [-2.181496, 3.155786, 0.095380], [0.652699, 1.032112, -0.479082], [2.825261, 1.414212, -1.527226], [3.268096, 3.216125, -1.584941], [2.748089, 0.719702, -3.257548], [4.111290, 0.663591, -0.404084], [-1.129675, 4.462212, -2.569787], [-1.062485, 2.749028, -2.979285], [0.423998, 3.700459, -2.927440], [0.090337, 5.371893, 0.273925], [1.576622, 4.425112, 0.249845], [0.360582, 4.127757, 1.492881], [-2.443081, 4.206785, 0.266165], [-2.239355, 2.655216, 1.063209], [-2.934153, 2.746540, -0.572624], [2.580671, 3.871159, -2.117096], [4.220499, 3.245522, -2.127516], [3.462254, 3.615447, -0.590992], [2.593596, 1.546528, -3.954474], [1.936499, 0.010104, -3.410515], [3.688648, 0.235429, -3.530341], [4.127214, 1.218889, 0.537076], [5.075130, 0.844282, -0.893011], [4.063871, -0.394698, -0.165695]], "atomic_forces_ev_per_a": [[-0.8346, -1.1162, 0.9388], [0.0150, -0.1575, -0.0868], [-0.0719, -0.0162, 0.0854], [0.1308, 0.1420, 0.0991], [-0.0827, -0.0390, -0.1020], [-0.0556, 0.0066, -0.0943], [0.0162, -0.0486, -0.0243], [0.0225, 0.2572, -0.0582], [0.2876, 0.3208, -0.0705], [-0.0582, 0.0097, 0.1761], [0.0981, 0.0009, -0.0407], [-0.0777, -0.0972, -0.1272], [-0.0251, 0.0610, 0.1024], [0.0249, -0.0226, -0.0088], [0.0296, 0.0008, 0.0030], [0.0135, -0.0093, -0.0246], [0.0058, -0.0010, 0.0003], [-0.1221, -0.0009, 0.0292], [0.0039, -0.0290, -0.0257], [-0.0421, 0.0245, 0.0100], [0.0194, 0.0101, 0.0199], [-0.0261, 0.0024, 0.0002], [0.0301, -0.0389, -0.0341], [0.0380, -0.0098, 0.0123], [0.0470, -0.0570, -0.0221], [-0.0059, 0.0158, -0.0166], [-0.0214, 0.0286, 0.0470], [0.0263, 0.0006, 0.0205], [0.0618, 0.0071, 0.0201], [-0.0130, 0.0650, 0.0039], [0.0137, 0.0480, -0.0189], [0.0111, 0.0075, 0.0843], [-0.1174, 0.0910, -0.0372], [-0.0011, 0.0040, -0.0126], [0.1511, 0.1762, 0.0043], [0.0774, 0.1155, -0.0575], [0.2290, -0.1766, 0.0219], [0.0775, 0.2112, -0.2740], [-0.0638, 0.1849, -0.1263], [0.0610, -0.0828, -0.0542], [-0.0062, -0.0326, -0.0133], [0.0179, 0.0049, -0.0010], [-0.0784, 0.0554, 0.0021], [0.0319, -0.0402, -0.0183], [0.0800, 0.0325, -0.0502], [-0.1597, -0.1833, 0.4132], [-0.0791, 0.0507, -0.0420], [0.0071, 0.0291, 0.0255], [0.2122, 0.2128, -0.6220], [0.0046, -0.0090, -0.0580], [-0.0155, 0.0360, -0.0197], [-0.0414, -0.0351, -0.0344], [0.0696, 0.0710, 0.0282], [0.0330, -0.0122, -0.0542], [-0.0340, -0.0049, 0.0299], [0.0193, 0.0136, 0.0397], [0.0634, 0.0054, 0.0454], [0.1483, 0.0022, -0.0990], [-0.0234, -0.0164, -0.0081], [-0.0527, -0.0463, 0.0312], [0.0434, -0.0026, -0.0077], [-0.0191, 0.0193, -0.0294], [-0.0411, -0.0179, 0.0296], [-0.0220, 0.0208, 0.0036], [-0.0142, 0.0628, 0.0227], [-0.0133, -0.0385, -0.0178], [0.0471, 0.0148, -0.0156], [0.0060, 0.0122, 0.0014], [0.0036, -0.0453, 0.0079], [-0.0027, -0.0117, 0.0378], [-0.0573, -0.0361, 0.0104]], "charge": 2, "de_lowest_ev": 1.113, "e_homo_ev": [-13.988, -13.987], "largest_force_ev_per_a": 1.7, "lumo_ev": [-7.57, -7.58]}